1.
Formula: C28H92N28O16
Source: the Open Molecules 2025 dataset
Level of theory: the ωB97M-V functional and the def2-TZVPD basis

Cartesian coordinates (Å):
C1 9.395 27.768 0.358
O1 8.793 26.760 0.649
N1 10.192 28.427 1.128
N2 9.436 28.305 -0.795
H1 10.481 29.331 0.782
H2 10.628 27.934 1.895
H3 8.904 27.895 -1.549
H4 10.226 28.893 -1.020
C2 -0.372 23.014 5.647
O2 -0.104 22.493 6.755
N3 -1.494 22.793 5.083
N4 0.368 23.838 4.974
H5 -1.970 22.120 5.666
H6 -1.745 23.064 4.143
H7 1.161 24.238 5.455
H8 0.242 24.153 4.023
C3 5.052 25.901 4.666
O3 5.728 26.086 5.666
N5 3.875 26.388 4.307
N6 5.359 24.895 3.915
H9 3.558 27.065 4.986
H10 3.372 25.824 3.636
H11 6.137 24.279 4.104
H12 4.945 24.715 3.012
C4 10.259 23.141 1.104
O4 11.257 22.479 1.113
N7 9.166 22.772 0.504
N8 10.177 24.309 1.731
H13 8.362 23.307 0.801
H14 9.088 21.890 0.018
H15 9.557 25.026 1.384
H16 10.951 24.576 2.323
C5 1.578 28.170 7.511
O5 0.735 29.055 7.457
N9 1.472 26.996 8.081
N10 2.761 28.271 6.953
H17 2.160 26.275 7.913
H18 0.581 26.665 8.422
H19 3.471 27.555 7.011
H20 2.939 29.172 6.533
C6 2.732 26.018 -2.174
O6 3.598 25.244 -2.138
N11 1.554 25.952 -1.568
N12 2.731 27.111 -2.876
H21 1.348 25.283 -0.840
H22 0.819 26.590 -1.838
H23 1.986 27.774 -2.710
H24 3.604 27.427 -3.274
C7 3.505 23.895 7.041
O7 2.913 24.949 6.993
N13 3.019 22.742 7.075
N14 4.811 23.836 7.344
H25 3.595 21.989 7.425
H26 2.028 22.607 6.933
H27 5.143 22.895 7.504
H28 5.350 24.627 7.022
C8 8.413 23.538 8.764
O8 8.854 22.470 8.390
N15 8.162 23.735 10.038
N16 8.049 24.507 7.967
H29 8.274 22.857 10.525
H30 7.311 24.223 10.274
H31 7.790 25.445 8.238
H32 8.342 24.425 7.004
C9 5.814 24.251 0.513
O9 6.770 23.860 1.223
N17 4.676 23.712 0.392
N18 5.966 25.352 -0.162
H33 4.104 23.945 -0.407
H34 4.352 22.950 0.970
H35 6.854 25.817 -0.035
H36 5.228 25.488 -0.838
C10 6.635 28.129 8.559
O10 6.577 28.843 7.592
N19 5.589 27.769 9.186
N20 7.720 27.593 9.097
H37 4.773 28.130 8.713
H38 5.585 27.082 9.925
H39 8.539 27.973 8.643
H40 7.383 27.422 10.033
C11 8.990 27.241 4.504
O11 10.182 27.486 4.380
N21 8.319 27.022 5.581
N22 8.236 27.230 3.500
H41 8.856 27.284 6.395
H42 7.327 26.838 5.636
H43 8.726 26.843 2.706
H44 7.458 26.661 3.799
C12 5.792 19.371 -0.247
O12 4.670 19.522 -0.450
N23 6.524 18.403 -0.656
N24 6.562 20.264 0.326
H45 7.499 18.248 -0.442
H46 6.263 17.930 -1.509
H47 7.558 20.175 0.182
H48 6.178 21.194 0.414
C13 6.428 19.376 5.357
C14 7.083 20.727 5.600
C15 6.560 21.926 4.686
O13 7.175 23.244 4.770
C16 8.552 23.134 4.627
N25 6.596 20.904 6.999
H49 6.768 19.019 4.385
H50 5.356 19.564 5.310
H51 6.616 18.570 6.065
H52 8.117 20.424 5.431
H53 5.475 21.990 4.772
H54 6.649 21.482 3.695
H55 8.712 22.293 3.952
H56 8.924 22.841 5.609
H57 8.973 24.077 4.279
H58 7.092 21.654 7.461
H59 6.558 20.026 7.496
C17 3.971 28.032 1.041
C18 4.497 29.357 1.434
C19 4.661 29.318 2.980
O14 5.230 30.612 3.416
C20 5.032 30.777 4.808
N26 5.742 29.453 0.670
H60 3.102 27.752 1.637
H61 4.558 27.161 1.335
H62 3.691 27.969 -0.010
H63 3.926 30.200 1.044
H64 5.307 28.499 3.298
H65 3.661 29.137 3.375
H66 5.197 29.868 5.386
H67 4.016 31.140 4.963
H68 5.771 31.503 5.147
H69 6.194 30.260 1.074
H70 6.275 28.655 0.986
C21 0.490 27.759 3.498
C22 -0.995 27.809 3.688
C23 -1.607 26.514 4.391
O15 -3.021 26.261 4.022
C24 -3.950 26.807 4.914
N27 -1.198 29.065 4.451
H71 0.882 28.647 3.001
H72 0.807 26.947 2.843
H73 1.048 27.587 4.419
H74 -1.425 27.996 2.704
H75 -1.408 26.563 5.461
H76 -1.062 25.634 4.048
H77 -4.962 26.788 4.511
H78 -3.621 27.842 5.010
H79 -3.823 26.379 5.909
H80 -0.650 29.082 5.299
H81 -2.180 29.177 4.658
C25 3.026 20.825 2.863
C26 2.248 21.193 1.629
C27 0.826 20.502 1.464
O16 0.395 20.852 0.125
C28 -0.727 20.087 -0.345
N28 1.996 22.648 1.681
H82 3.121 19.743 2.965
H83 2.483 21.191 3.735
H84 3.972 21.362 2.919
H85 2.851 21.048 0.733
H86 -0.009 20.821 2.087
H87 1.013 19.434 1.579
H88 -0.771 19.125 0.165
H89 -0.736 20.030 -1.433
H90 -1.625 20.541 0.073
H91 1.303 22.844 2.389
H92 1.445 22.909 0.876

Output
Multiplicity: 1
Orbital gap (Ha): 0.3102
Energy above the lowest of the compared OMol25 structures with the same formula, charge and spin (kcal per mole): 255.4
Electronic energy (eV): -105014.8724

Results of the Mulliken charge analysis, in e, for atoms 1 through 6: 0.50 -0.44 -0.37 -0.47 0.15 0.19


2.
Formula: C28H96N5O21
Source: the Open Molecules 2025 dataset
Level of theory: the ωB97M-V functional and the def2-TZVPD basis

Cartesian coordinates (Å):
C1 6.736 0.979 0.592
C2 5.777 1.511 -0.489
C3 6.483 2.631 -1.290
C4 4.530 2.040 0.224
C5 3.518 2.757 -0.640
N1 2.492 1.882 -1.289
C6 1.312 2.096 -0.714
N2 0.340 1.245 -0.509
C7 0.425 -0.156 -0.915
O1 -0.248 -1.011 -0.034
N3 -1.642 -0.596 0.211
O2 -2.376 -1.028 -0.565
N4 1.212 3.458 -0.304
C8 2.562 3.610 0.274
C9 2.987 5.061 0.480
N5 2.307 5.936 -0.471
H1 7.646 0.574 0.160
H2 6.971 1.810 1.260
H3 6.225 0.224 1.194
H4 5.530 0.695 -1.175
H5 6.086 3.624 -1.078
H6 6.470 2.455 -2.366
H7 7.533 2.667 -1.003
H8 4.054 1.238 0.797
H9 4.875 2.773 0.961
H10 3.941 3.390 -1.419
H11 2.784 0.961 -1.595
H12 -0.497 1.624 -0.080
H13 1.457 -0.500 -0.920
H14 0.027 -0.260 -1.931
H15 1.218 3.961 -1.197
H16 2.554 3.077 1.230
H17 4.071 5.151 0.381
H18 2.753 5.368 1.499
H19 2.947 6.358 -1.124
H20 1.736 6.632 -0.020
C10 -4.161 1.658 -2.079
O3 -2.873 1.798 -1.473
H21 -4.643 2.631 -2.039
H22 -4.073 1.348 -3.121
H23 -4.770 0.931 -1.536
H24 -2.439 0.946 -1.507
C11 -2.380 -2.987 3.069
O4 -1.255 -2.120 3.184
H25 -2.672 -3.267 4.076
H26 -3.216 -2.468 2.592
H27 -2.137 -3.887 2.497
H28 -0.980 -1.851 2.306
C12 -1.605 -1.323 6.392
O5 -2.037 -1.832 7.645
H29 -0.897 -0.518 6.587
H30 -1.111 -2.097 5.799
H31 -2.450 -0.919 5.828
H32 -2.665 -2.540 7.473
C13 0.806 -4.448 -0.997
O6 1.324 -3.608 0.048
H33 1.563 -5.195 -1.218
H34 -0.106 -4.957 -0.691
H35 0.607 -3.865 -1.901
H36 0.682 -2.917 0.213
C14 -5.321 -1.515 4.680
O7 -4.737 -2.637 5.340
H37 -4.692 -1.266 3.830
H38 -6.325 -1.759 4.325
H39 -5.371 -0.653 5.347
H40 -5.297 -2.847 6.096
C15 -0.451 -7.374 -3.720
O8 -0.809 -6.397 -2.733
H41 0.629 -7.464 -3.727
H42 -0.882 -8.343 -3.482
H43 -0.795 -7.056 -4.709
H44 -1.767 -6.325 -2.730
C16 -5.911 -0.457 1.238
O9 -6.101 0.884 1.670
H45 -6.326 -1.109 2.000
H46 -6.429 -0.646 0.294
H47 -4.845 -0.677 1.120
H48 -5.740 1.471 1.002
C17 9.565 5.100 -0.792
O10 8.648 5.661 0.146
H49 9.034 4.325 -1.338
H50 9.913 5.854 -1.501
H51 10.422 4.652 -0.284
H52 9.110 6.346 0.636
C18 -9.027 2.689 2.684
O11 -7.721 2.922 3.198
H53 -9.551 3.641 2.678
H54 -8.984 2.302 1.661
H55 -9.584 1.988 3.308
H56 -7.258 2.078 3.199
C19 -2.546 5.107 -1.077
O12 -1.265 5.241 -0.461
H57 -3.032 6.078 -1.045
H58 -2.445 4.794 -2.119
H59 -3.155 4.381 -0.533
H60 -0.824 4.389 -0.493
C20 -4.705 -6.558 6.300
O13 -4.897 -5.200 6.677
H61 -5.109 -7.179 7.095
H62 -5.232 -6.789 5.370
H63 -3.643 -6.789 6.179
H64 -4.538 -4.645 5.978
C21 2.272 -1.428 5.384
O14 1.833 -0.174 4.861
H65 3.358 -1.435 5.346
H66 1.950 -1.553 6.420
H67 1.885 -2.250 4.776
H68 0.872 -0.170 4.898
C22 4.431 -2.531 -1.263
O15 3.150 -2.175 -1.772
H69 5.166 -1.896 -1.753
H70 4.485 -2.372 -0.183
H71 4.666 -3.574 -1.482
H72 2.495 -2.740 -1.346
C23 2.211 -0.777 -4.485
O16 1.732 0.246 -5.358
H73 3.265 -0.928 -4.693
H74 2.097 -0.481 -3.440
H75 1.673 -1.713 -4.657
H76 0.794 0.379 -5.195
C24 -11.874 3.191 0.553
O17 -12.072 2.525 1.794
H77 -11.183 2.589 -0.032
H78 -12.811 3.287 -0.001
H79 -11.439 4.184 0.698
H80 -12.683 3.051 2.315
C25 1.879 -4.581 -5.037
O18 0.590 -4.228 -5.527
H81 2.612 -3.963 -5.550
H82 1.941 -4.389 -3.961
H83 2.102 -5.632 -5.234
H84 -0.052 -4.778 -5.069
C26 2.340 -10.407 -2.768
O19 1.096 -10.018 -3.347
H85 3.107 -9.757 -3.184
H86 2.326 -10.287 -1.682
H87 2.586 -11.442 -3.014
H88 0.419 -10.596 -2.984
C27 5.637 8.058 -1.090
O20 4.572 8.741 -0.430
H89 5.202 7.250 -1.676
H90 6.172 8.732 -1.762
H91 6.337 7.633 -0.366
H92 4.968 9.449 0.085
C28 0.558 3.639 -6.558
O21 1.644 2.788 -6.879
H93 0.792 4.631 -6.937
H94 -0.372 3.300 -7.025
H95 0.411 3.708 -5.473
H96 1.447 1.905 -6.545

Output
Multiplicity: 1
Orbital gap (Ha): 0.2394
Total charge: +1
Electronic energy (eV): -81023.4017

Results of the Mulliken charge analysis, in e, for atoms 1 through 6: -1.87 1.72 -1.27 -1.78 0.20 0.12


3.
Formula: C28H97N7O17
Source: the Open Molecules 2025 dataset
Level of theory: the ωB97M-V functional and the def2-TZVPD basis

Cartesian coordinates (Å):
C1 11.066 19.249 13.825
C2 9.903 18.919 12.922
C3 9.302 17.543 13.297
O1 8.748 17.586 14.608
C4 8.114 16.393 14.972
N1 8.909 19.948 12.938
H1 11.847 18.505 13.693
H2 10.668 19.242 14.840
H3 11.409 20.246 13.553
H4 10.246 18.764 11.899
H5 10.071 16.750 13.297
H6 8.478 17.183 12.662
H7 8.023 16.394 16.059
H8 8.693 15.503 14.715
H9 7.116 16.230 14.528
H10 8.293 19.839 12.135
H11 8.359 19.913 13.790
C5 19.082 18.262 11.760
C6 18.488 19.013 12.999
C7 17.341 18.197 13.520
O2 16.701 18.944 14.565
C8 15.619 18.200 15.072
N2 19.440 19.328 13.995
H12 18.303 18.176 10.998
H13 19.452 17.272 12.022
H14 19.927 18.803 11.324
H15 17.909 19.855 12.596
H16 17.767 17.253 13.890
H17 16.558 17.974 12.783
H18 15.137 18.794 15.849
H19 15.939 17.230 15.502
H20 14.890 17.923 14.287
H21 19.142 19.569 14.935
H22 20.108 20.023 13.666
C9 15.636 11.831 11.193
C10 15.416 11.210 9.798
C11 15.738 12.201 8.675
O3 14.920 13.332 8.723
C12 13.592 13.144 8.271
N3 16.381 10.182 9.591
H23 16.696 12.002 11.402
H24 15.336 11.145 12.011
H25 15.062 12.753 11.336
H26 14.369 10.888 9.696
H27 15.708 11.697 7.692
H28 16.754 12.539 8.862
H29 13.092 12.297 8.760
H30 13.596 12.966 7.195
H31 13.061 14.062 8.500
H32 16.252 9.568 8.772
H33 16.471 9.555 10.389
C13 7.826 7.582 12.677
C14 8.394 8.955 12.962
C15 9.822 9.030 12.398
O4 10.617 7.848 12.623
C16 10.942 7.751 13.999
N4 7.636 10.045 12.394
H34 7.606 7.496 11.608
H35 6.840 7.412 13.148
H36 8.514 6.758 12.919
H37 8.407 9.025 14.051
H38 10.362 9.902 12.812
H39 9.801 9.129 11.296
H40 10.074 7.422 14.587
H41 11.241 8.711 14.408
H42 11.735 7.000 14.127
H43 7.593 9.927 11.371
H44 6.689 10.006 12.773
C17 11.610 13.722 18.725
C18 10.266 14.332 19.010
C19 10.056 15.499 18.066
O5 11.114 16.447 18.282
C20 10.890 17.541 17.385
N5 9.057 13.466 18.860
H45 12.366 14.502 18.819
H46 11.674 13.291 17.710
H47 11.824 12.990 19.508
H48 10.106 14.712 20.020
H49 9.043 15.920 18.172
H50 10.134 15.096 17.043
H51 10.809 17.216 16.335
H52 11.659 18.303 17.501
H53 9.932 18.015 17.680
H54 9.056 12.917 18.000
H55 9.034 12.764 19.594
C21 18.988 15.816 19.765
C22 17.509 15.640 19.898
C23 16.979 14.934 18.652
O6 15.573 14.883 18.635
C24 15.108 14.508 17.351
N6 17.126 14.734 20.995
H56 19.356 16.279 20.692
H57 19.146 16.585 18.996
H58 19.464 14.867 19.579
H59 16.952 16.574 19.934
H60 17.456 13.943 18.653
H61 17.299 15.462 17.733
H62 15.275 15.342 16.670
H63 14.033 14.358 17.453
H64 15.588 13.605 16.964
H65 16.167 14.416 20.852
H66 17.129 15.172 21.907
C25 12.998 15.101 13.755
C26 12.690 13.831 13.022
C27 11.589 12.992 13.724
O7 11.996 12.451 14.983
C28 12.955 11.379 14.839
N7 12.277 13.947 11.628
H67 13.972 15.443 13.401
H68 13.020 14.943 14.835
H69 12.217 15.821 13.492
H70 13.570 13.192 12.915
H71 11.224 12.147 13.059
H72 10.744 13.641 13.974
H73 13.919 11.766 14.448
H74 12.585 10.614 14.130
H75 13.099 10.975 15.840
H76 11.307 14.259 11.654
H77 12.890 14.611 11.170
O8 10.003 16.545 10.422
H78 9.552 15.655 10.516
H79 9.326 17.132 10.057
O9 14.958 8.932 13.733
H80 15.801 8.672 13.326
H81 14.303 8.780 13.007
O10 12.684 16.923 10.117
H82 12.781 17.427 9.301
H83 11.714 16.845 10.280
O11 8.202 12.764 13.186
H84 8.609 12.623 14.061
H85 8.153 11.840 12.826
O12 15.454 17.403 10.796
H86 14.482 17.362 10.776
H87 15.731 16.644 10.278
O13 11.508 9.405 17.562
H88 12.128 9.953 18.045
H89 11.342 8.667 18.148
O14 9.450 12.224 15.649
H90 9.212 11.388 16.073
H91 10.431 12.190 15.535
O15 11.902 11.234 10.676
H92 11.981 12.146 10.988
H93 11.186 11.332 10.036
O16 8.982 13.932 10.916
H94 8.697 13.612 11.805
H95 8.578 13.345 10.262
O17 13.277 8.861 11.458
H96 12.586 8.175 11.425
H97 12.840 9.688 11.216

Output
Multiplicity: 1
Orbital gap (Ha): 0.3067
Energy above the lowest of the compared OMol25 structures with the same formula, charge and spin (kcal per mole): 0.0
Electronic energy (eV): -75846.0002

Results of the Mulliken charge analysis, in e, for atoms 1 through 6: -1.27 0.31 0.48 -0.40 -0.26 -0.72